(1)
A molecular structure, C14H46BN2O12Y at a distorted geometry. Source: the Open Molecules 2025 dataset; level of theory: ωB97M-V with the def2-TZVPD basis set.

Each line ends with the Löwdin charge.
Positions of all 76 atoms, in Å:
Y1 -2.9608 -0.9157 0.0603  1.561
B1 -0.6030 0.0605 -0.2227  -0.485
H1 -0.1107 -0.5751 -0.9424  -0.008
H2 -0.9146 -0.5365 0.6203  -0.066
H3 0.0898 0.7839 0.1785  -0.007
H4 -1.4759 0.4939 -0.6856  -0.013
O1 -0.3039 -1.0913 -4.3064  -0.409
C1 -0.7074 -2.2081 -3.5486  -0.475
C2 -2.2410 -2.4749 -3.2223  -0.371
O2 -2.9762 -1.5520 -2.3472  -0.414
H5 -0.1385 -2.2348 -2.6192  0.043
H6 -0.3503 -3.0964 -4.0695  0.027
H7 -2.2507 -3.5243 -2.9277  0.034
H8 -2.8962 -2.5462 -4.0905  0.054
O3 -4.7871 -2.4011 0.6885  -0.439
C3 -4.6587 -3.1203 1.9407  -0.387
C4 -3.3677 -2.8523 2.8046  -0.418
O4 -2.6295 -1.6674 2.5398  -0.371
H9 -4.8314 -4.1839 1.7762  0.048
H10 -5.5318 -2.7059 2.4447  0.055
H11 -2.7345 -3.7366 2.7325  0.041
H12 -3.6057 -2.9652 3.8622  0.055
O5 -4.6104 0.6208 -1.1760  -0.422
C5 -5.0125 1.7341 -0.3477  -0.410
C6 -4.0593 2.0774 0.8915  -0.397
O6 -3.4027 0.9881 1.5475  -0.392
H13 -6.0616 1.6483 -0.0647  0.039
H14 -5.0840 2.5963 -1.0108  0.038
H15 -4.6953 2.6777 1.5421  0.040
H16 -3.3165 2.8319 0.6325  0.049
C7 3.5765 0.5730 -0.7313  -0.062
C8 4.3520 1.1441 -1.8805  -0.450
C9 5.0860 -0.0271 -2.5157  -0.225
O7 5.7595 0.4257 -3.6761  -0.202
C10 6.1704 -0.7149 -4.4376  -0.166
N1 3.3797 1.7559 -2.7523  0.051
H17 3.1289 -0.3843 -0.9985  0.084
H18 2.8807 1.2206 -0.1978  0.095
H19 4.3832 0.3660 -0.0282  0.072
H20 5.1565 1.7936 -1.5355  0.126
H21 4.3868 -0.8045 -2.8236  0.136
H22 5.7672 -0.3825 -1.7426  0.122
H23 6.6678 -1.5247 -3.9037  0.069
H24 6.7193 -0.2810 -5.2734  0.069
H25 5.2827 -1.1996 -4.8440  0.080
H26 3.2387 2.7401 -2.5749  0.096
H27 3.8824 1.6928 -3.6261  0.078
C11 1.8097 0.8082 3.3392  -0.072
C12 0.4544 1.4976 3.4328  -0.450
C13 0.3742 2.8251 2.7111  -0.201
O8 -0.9080 3.4560 2.8500  -0.196
C14 -1.2470 4.5372 1.9811  -0.116
N2 -0.6670 0.6390 3.0628  0.101
H28 1.7297 -0.0171 4.0467  0.065
H29 2.6014 1.4810 3.6688  0.050
H30 2.0227 0.2762 2.4120  0.054
H31 0.2274 1.7046 4.4786  0.111
H32 0.6100 2.5891 1.6734  0.115
H33 1.0448 3.5880 3.1066  0.103
H34 -1.0785 4.2658 0.9390  0.089
H35 -0.5354 5.3107 2.2700  0.050
H36 -2.2088 4.9877 2.2260  0.078
H37 -0.3429 -0.3140 2.9809  0.025
H38 -0.7651 0.8706 2.0846  0.026
O9 0.7946 1.1909 -2.6491  -0.082
H39 0.3982 0.8717 -1.8385  -0.046
H40 1.6820 1.4470 -2.3978  -0.065
O10 -1.4272 -2.7667 -0.0391  -0.099
H41 -0.8782 -3.1587 -0.7182  0.055
H42 -1.4579 -3.4254 0.6547  0.056
O11 1.3738 -1.5391 0.9091  -0.071
H43 2.0454 -1.6920 0.2445  0.025
H44 0.7162 -1.0022 0.4668  -0.052
O12 0.1394 -2.2966 3.3577  -0.095
H45 -0.7655 -2.2897 3.0455  -0.019
H46 0.6672 -2.3632 2.5620  -0.016

Cartesian forces, eV/Å:
-4.356 0.510 -0.297
0.111 0.509 -0.145
1.731 -2.403 -2.623
-0.739 -2.014 3.152
2.539 3.138 1.387
-2.615 2.108 -1.847
-0.791 -1.593 0.642
-0.250 2.285 -1.777
-1.060 2.575 1.465
2.141 -1.872 -0.074
0.075 0.030 1.178
-0.095 -1.292 -0.480
0.139 -0.906 1.103
0.358 0.308 -1.124
2.031 -0.898 1.000
-0.499 2.836 -1.701
0.744 1.168 -1.088
-0.657 -1.979 -0.603
0.190 -0.735 0.141
-0.339 -0.298 1.123
0.768 -0.961 -0.718
-0.717 0.442 0.839
0.325 1.084 2.409
1.778 -1.964 -1.270
0.358 -1.868 -0.086
-1.249 0.770 -2.044
-0.617 -0.522 0.933
0.408 1.123 -0.270
-0.737 0.137 1.013
0.586 0.279 -0.889
1.366 -0.521 1.511
-1.000 -0.361 0.632
-0.838 0.913 -0.276
0.941 -1.140 0.141
-0.998 1.008 -0.675
2.054 0.131 -1.410
-0.392 0.338 -0.082
-0.166 0.022 -0.476
-0.167 -0.473 0.804
0.058 0.564 0.169
-0.216 -0.153 0.210
0.312 -0.383 -0.108
0.601 0.410 0.382
0.394 -0.463 0.053
-0.260 -0.013 -0.193
0.018 0.123 0.278
-0.709 0.416 -0.971
-0.271 -0.216 0.586
-1.037 -0.146 0.988
-0.785 0.798 -0.617
-1.090 -0.644 0.123
1.920 -0.660 1.046
0.893 0.743 -0.886
0.218 -0.053 0.267
0.433 0.038 -0.121
-0.088 0.568 -0.395
0.621 0.339 0.644
-0.084 0.357 -0.481
0.955 -0.128 0.074
-0.517 0.056 -0.126
0.499 0.785 -0.418
-0.292 -0.863 -0.208
-0.076 -0.366 0.530
-1.311 -0.080 -0.358
-0.025 0.792 -0.214
-0.619 -0.352 0.091
-0.047 -0.260 -0.200
0.233 -0.940 0.292
-0.017 0.361 -0.751
-0.301 0.043 0.540
1.632 -1.039 0.935
-0.034 -0.075 -0.162
-0.992 0.475 -0.548
1.129 -0.634 0.921
-1.716 0.473 -0.358
0.208 0.212 -0.532

Output
**Total charge**: -4
**Molar mass**: 534.24 g mol⁻¹
**Total energy**: -44517.322 eV
**HOMO energy**: 5.1 eV
**Strongest force on any atom**: 4.4 eV/Å



(2)
9 unconnected molecules or ions with the total composition C14H46N2O9 at a distorted geometry. Source: the Open Molecules 2025 dataset; level of theory: ωB97M-V with the def2-TZVPD basis set.

Each line ends with the Löwdin charge.
Positions of all 71 atoms, in Å:
C1 1.3201 3.1973 -1.2196  -0.063
C2 0.2671 4.2623 -1.3466  -0.317
O1 -0.8699 3.9763 -0.6196  -0.103
H1 2.2641 3.4863 -1.6976  0.095
H2 1.0191 2.2673 -1.5686  0.032
H3 1.5751 3.0823 -0.1776  0.054
H4 0.1361 4.3103 -2.3936  0.100
H5 0.5601 5.1643 -0.9256  0.097
H6 -0.6059 3.7013 0.2984  0.054
C3 -1.1509 1.2123 3.1344  -0.082
C4 -1.6499 2.4513 2.5034  -0.302
O2 -0.5819 3.1293 1.8994  -0.084
H7 -1.7849 0.5333 3.7734  0.113
H8 -0.2459 1.4403 3.6814  0.060
H9 -0.7969 0.5853 2.2914  0.058
H10 -2.0589 3.0443 3.2984  0.113
H11 -2.4149 2.2083 1.7344  0.113
H12 -0.1249 3.6433 2.5744  0.119
C5 3.6431 0.7363 1.4914  -0.060
C6 2.6531 1.6603 2.1214  -0.300
O3 2.3481 1.1253 3.3984  -0.066
H13 3.2951 -0.3027 1.2854  0.081
H14 4.5361 0.6813 2.0994  0.086
H15 3.9621 1.0843 0.5414  0.063
H16 1.7031 1.7553 1.5944  0.085
H17 3.1131 2.5733 2.2794  0.097
H18 1.7431 1.7863 3.6474  0.042
C7 -1.8409 -3.7097 -1.9066  -0.048
C8 -0.5129 -4.2897 -2.5706  -0.272
O4 -0.7769 -4.3567 -3.9646  -0.092
H19 -2.6559 -4.4087 -1.8726  0.072
H20 -2.1159 -2.8117 -2.3346  0.030
H21 -1.7129 -3.4447 -0.9096  0.025
H22 -0.2569 -5.2377 -2.0866  0.093
H23 0.4191 -3.7277 -2.3696  0.101
H24 -1.5429 -4.9177 -4.1176  0.080
C9 2.2631 -4.3847 0.0794  -0.067
C10 1.6151 -3.0327 0.4484  -0.304
O5 0.2111 -3.1897 0.6794  -0.096
H25 2.5441 -4.9277 0.9274  0.041
H26 3.1591 -4.2187 -0.5146  0.071
H27 1.5251 -5.0007 -0.5086  0.079
H28 1.6181 -2.4547 -0.4946  0.091
H29 2.2261 -2.3897 1.1474  0.105
H30 -0.2509 -2.4637 0.2474  0.028
C11 -3.4369 0.8443 -1.1396  -0.665
O6 -3.6499 -0.3677 -1.8016  -0.147
N1 -2.4499 1.6283 -1.5106  0.133
N2 -4.1939 1.3503 -0.2446  0.125
H31 -1.8209 1.2443 -2.3256  0.080
H32 -1.9699 2.4353 -0.9996  0.099
H33 -4.8449 0.6323 0.2544  0.168
H34 -4.1929 2.3003 0.2004  0.133
C12 -0.7649 1.4283 -4.3386  -0.098
O7 -1.1059 0.4163 -3.4216  -0.133
H35 -0.1699 2.1683 -3.8976  0.058
H36 -1.6429 1.7843 -4.8376  0.095
H37 -0.0859 1.0623 -5.0766  0.085
H38 -1.0939 -0.3967 -3.9196  0.117
C13 0.1301 -0.0927 -0.0746  -0.138
O8 -0.2229 -1.0357 -1.0456  -0.090
H39 0.9831 0.3903 -0.4936  0.065
H40 0.4761 -0.4367 0.8964  0.059
H41 -0.6709 0.6993 0.0124  0.092
H42 -0.3839 -0.5017 -1.7706  0.012
C14 0.5481 -1.7697 3.7014  -0.103
O9 2.0051 -1.6187 3.9294  -0.136
H43 -0.1379 -1.1077 4.2014  0.050
H44 0.2791 -2.7887 3.6964  0.071
H45 0.3561 -1.3827 2.7144  0.025
H46 2.2891 -0.7147 3.7104  0.021

Cartesian forces, eV/Å:
1.514 1.607 1.174
0.983 -1.368 0.167
-1.664 -1.265 0.874
-0.253 0.001 -0.193
-0.717 -1.662 -0.857
0.127 -0.225 0.545
-1.172 0.690 -1.146
1.455 2.050 -0.001
-0.334 0.345 -0.838
0.809 -2.613 -0.490
-1.604 -0.430 0.378
0.794 0.537 -0.265
0.173 1.231 -0.696
0.107 0.032 0.519
-0.146 0.017 0.613
-0.707 0.799 0.073
0.491 0.442 0.432
-0.027 0.013 -0.132
-0.050 -1.243 -0.441
-0.296 -2.481 -0.553
0.632 -0.503 -0.110
-0.113 0.723 0.525
0.150 -0.097 0.318
0.274 0.613 -1.024
0.178 0.127 -0.479
0.806 2.239 -0.028
-1.412 0.728 1.709
2.307 -1.712 -0.237
-1.768 0.532 1.231
0.918 -0.225 -0.299
-0.332 -0.553 -0.578
-0.747 1.741 -1.420
0.599 0.216 1.964
-0.357 -0.444 -0.428
-0.805 0.459 -0.497
0.018 0.033 0.190
-1.321 0.718 -0.919
0.038 0.626 -2.250
0.583 -0.328 1.286
0.364 -0.963 1.394
0.032 0.037 -0.118
0.785 0.707 0.525
0.492 -0.033 0.222
-0.950 -1.006 0.126
0.107 -0.091 -0.211
1.308 -5.834 -5.822
0.667 5.507 3.670
4.532 1.390 -2.269
-5.669 -0.436 6.052
-2.206 0.634 2.394
-1.521 -1.315 -0.636
1.507 1.991 -1.481
0.518 -1.561 -1.213
0.090 -0.723 -0.973
1.005 -0.314 -0.308
0.259 1.429 1.167
-0.476 0.599 -0.140
0.339 -0.625 -0.821
-0.452 -0.706 0.126
-0.277 1.913 -0.220
0.150 -2.231 2.688
0.982 0.931 0.060
-0.499 -0.762 -0.088
0.668 -0.868 0.316
-0.906 1.212 -2.742
2.169 1.930 -1.415
-1.625 -0.442 0.397
0.149 -0.031 1.626
-0.145 -1.059 0.393
0.051 -0.419 -0.940
-0.578 -0.230 0.125

Output
**Molar mass**: 386.53 g mol⁻¹
**Total energy**: -36666.401 eV
**HOMO energy**: -8.6 eV
**Strongest force on any atom**: 8.3 eV/Å
**SMILES string**: NC(N)=O.CCO.CCO.CCO.CCO.CCO.CO.CO.CO



(3)
9 unconnected molecules or ions with the total composition C14H46O16 at a distorted geometry. Source: the Open Molecules 2025 dataset; level of theory: ωB97M-V with the def2-TZVPD basis set.

Each line ends with the Löwdin charge.
Positions of all 76 atoms, in Å:
C1 -2.8048 -14.9471 13.7313  -0.184
C2 -3.4142 -15.1603 12.3010  -0.253
O1 -2.4869 -15.7982 11.4578  -0.046
O2 -2.7637 -16.2839 14.3162  -0.076
H1 -3.5493 -14.3986 14.3130  0.109
H2 -1.8167 -14.5069 13.6483  0.115
H3 -3.8305 -14.2257 11.9016  0.095
H4 -4.2152 -15.8067 12.6348  0.108
H5 -2.8039 -15.8206 10.5413  0.081
H6 -2.6155 -16.1606 15.2583  0.078
C3 -6.0917 -12.6389 13.7195  -0.170
C4 -7.3645 -12.1683 12.9622  -0.247
O3 -7.9013 -10.9859 13.5484  -0.072
O4 -6.4662 -13.0769 15.1013  -0.091
H7 -5.3320 -11.8713 13.8455  0.119
H8 -5.7189 -13.5467 13.2646  0.086
H9 -8.1094 -12.9431 13.1814  0.115
H10 -7.2911 -12.0543 11.8808  0.080
H11 -8.7772 -10.8318 13.1721  0.090
H12 -7.1081 -12.3761 15.2986  0.065
C5 -9.7442 -14.1483 9.9866  -0.189
C6 -10.8088 -13.7449 11.0926  -0.250
O5 -11.7939 -12.8920 10.6228  -0.030
O6 -8.6585 -13.2294 9.9427  -0.080
H13 -10.2842 -14.1918 9.0198  0.130
H14 -9.3644 -15.1261 10.2679  0.086
H15 -10.2174 -13.3347 11.9070  0.107
H16 -11.0814 -14.7170 11.4569  0.108
H17 -12.5130 -13.4385 10.3049  0.094
H18 -8.9718 -12.3467 9.7523  0.097
C7 -2.4597 -13.0595 8.2781  -0.173
C8 -1.1084 -13.4852 8.8585  -0.238
O7 -0.3674 -13.9970 7.7732  -0.048
O8 -3.3164 -14.2673 8.1350  -0.101
H19 -2.3769 -12.6929 7.2741  0.111
H20 -3.0323 -12.3788 8.9062  0.087
H21 -1.3909 -14.2339 9.6124  0.102
H22 -0.6467 -12.7274 9.5006  0.121
H23 -0.2721 -14.9530 7.8423  0.095
H24 -3.9394 -14.1522 7.4168  0.058
C9 -6.7199 -16.5239 7.5594  -0.184
C10 -8.1717 -16.3396 7.1808  -0.245
O9 -8.3644 -15.1476 6.4510  -0.053
O10 -6.4091 -15.5617 8.5863  -0.111
H25 -6.0748 -16.2219 6.7277  0.130
H26 -6.4481 -17.4926 7.9572  0.120
H27 -8.7762 -16.4045 8.0997  0.102
H28 -8.4415 -17.1505 6.4952  0.127
H29 -8.0971 -14.3688 6.9600  0.047
H30 -6.3694 -14.7343 8.1072  0.028
C11 -8.1416 -17.5380 11.1260  -0.227
C12 -7.5094 -18.9451 11.2278  -0.196
O11 -6.8485 -19.1487 12.5223  -0.078
O12 -7.1094 -16.5588 11.1958  -0.099
H31 -8.7565 -17.4315 12.0275  0.123
H32 -8.7205 -17.3063 10.2343  0.095
H33 -6.7101 -19.0001 10.4851  0.113
H34 -8.2619 -19.7040 11.2291  0.108
H35 -6.4118 -18.2937 12.6270  0.063
H36 -6.7887 -16.1197 10.3948  0.038
C13 -4.7892 -8.7454 10.0372  -0.246
C14 -5.5705 -10.0310 10.3316  -0.204
O13 -4.8267 -11.0707 9.6572  -0.103
O14 -3.6009 -8.5511 10.7810  -0.055
H37 -5.3843 -7.8426 10.1804  0.120
H38 -4.4943 -8.8453 8.9808  0.121
H39 -6.5456 -9.8905 9.8596  0.112
H40 -5.7428 -10.2537 11.3793  0.112
H41 -5.0343 -11.8864 10.1114  0.014
H42 -3.0238 -9.2631 10.5086  0.074
O15 -6.8371 -12.7908 7.6007  -0.037
H43 -6.3180 -12.1024 7.1590  0.075
H44 -6.5160 -12.7876 8.5053  0.003
O16 -5.7693 -13.5125 10.5150  -0.038
H45 -6.6333 -13.9140 10.6044  0.026
H46 -5.1437 -14.2043 10.7608  0.033

Cartesian forces, eV/Å:
-0.812 -1.383 -1.138
0.384 0.015 1.879
0.057 0.196 -0.336
0.324 0.948 -0.349
0.380 0.576 -0.117
0.132 0.224 0.341
0.481 0.013 0.129
-0.761 -0.484 -0.795
-0.096 0.039 0.371
0.036 -0.124 0.015
-1.284 -0.324 1.220
-0.298 -0.713 0.890
0.353 0.490 0.169
-0.204 1.240 -1.888
0.109 0.115 -0.421
0.245 0.085 -0.347
0.202 -0.394 -0.407
0.522 -0.097 0.100
0.221 -0.044 0.142
0.091 -0.313 0.654
-1.412 1.139 0.690
2.714 -1.205 -1.123
-0.365 0.250 0.262
0.450 -0.706 0.036
0.387 -0.134 0.250
0.390 0.039 -0.187
-0.212 0.634 0.114
-1.288 -0.424 0.342
-0.256 0.088 -0.150
-0.309 0.226 -0.199
-1.217 -1.003 0.333
-2.088 -0.618 0.115
0.839 -0.018 0.315
0.999 0.198 0.781
0.504 0.691 -0.360
0.332 0.275 0.054
0.333 -0.333 -0.261
0.437 0.327 -0.883
-0.065 0.221 0.148
0.032 0.224 -0.118
0.278 1.261 0.321
0.327 -0.678 -0.440
-0.207 0.097 0.108
0.016 -0.531 0.265
-0.156 -0.711 -0.291
-0.146 -0.324 -0.102
-0.053 0.103 -0.266
-0.243 0.080 0.170
-0.003 -0.069 0.078
0.145 0.670 0.219
0.882 0.029 0.227
0.783 0.855 1.001
-0.759 1.057 -1.183
0.518 0.434 1.394
-0.072 0.277 -0.205
-0.322 -0.737 -0.154
-0.413 -0.490 -0.418
-0.368 -0.581 -0.691
0.387 -0.109 0.484
-0.601 -0.714 -0.645
0.053 -0.095 -0.113
0.661 0.554 -1.017
-0.365 0.752 0.421
-0.274 -0.177 0.255
-0.121 -0.160 -0.015
-0.423 0.269 0.017
-0.214 -0.188 -0.101
0.293 0.072 0.275
-0.128 -0.663 0.117
0.407 -0.233 0.095
0.164 0.071 -0.481
-0.137 -0.226 0.100
0.102 0.168 0.533
0.423 0.029 0.023
-0.670 -0.017 0.009
-0.053 -0.010 -0.261

Output
**Molar mass**: 470.51 g mol⁻¹
**Total energy**: -48019.539 eV
**HOMO energy**: -10.2 eV
**Strongest force on any atom**: 3.2 eV/Å
**SMILES string**: OCCO.OCCO.OCCO.OCCO.OCCO.OCCO.OCCO.O.O



| no. | frontier orbital gap (eV) |
| --- | --- |
| 1 | 1.78 |
| 2 | 8.42 |
| 3 | 10.32 |